Record 1
103
Properties=species:S:1:pos:R:3:forces:R:3 method="wB97M-V/def2-TZVPD" charge=+3 multiplicity=3 energy_ha=-3765.16769 fmax_ev_per_a=2.279 gap_ev="6.890 / 3.589" homo_ha="-0.5381 / -0.5624"
Au -0.720 0.296 0.947 0.115 -0.089 0.379
N 1.532 2.113 3.002 0.016 0.098 -0.129
C 1.970 0.849 2.956 -0.011 -0.376 0.010
N 3.051 0.552 3.651 0.345 0.322 0.300
C 3.478 -0.709 3.594 -0.611 0.160 -0.332
N 4.570 -1.064 4.251 0.128 -0.099 -0.012
N 2.842 -1.665 2.874 0.141 -0.407 -0.002
C 1.778 -1.292 2.212 0.272 0.243 0.430
N 1.286 -0.047 2.199 -0.364 0.114 -0.612
C 1.085 -2.372 1.453 -0.058 -0.358 0.015
C 1.596 -3.668 1.490 -0.047 0.138 -0.031
C 0.906 -4.680 0.845 -0.024 0.044 0.042
C -0.292 -4.377 0.213 0.002 -0.024 0.021
C -0.735 -3.066 0.237 0.023 -0.059 -0.025
N -0.049 -2.083 0.818 0.031 0.199 -0.117
H 2.028 2.767 3.584 -0.034 0.030 0.009
H 0.717 2.395 2.492 -0.073 -0.008 0.089
H 5.065 -0.405 4.828 -0.029 0.046 -0.018
H 4.889 -2.016 4.184 0.005 -0.006 0.084
H 2.514 -3.852 2.027 0.019 -0.025 0.028
H 1.282 -5.695 0.863 0.000 -0.002 -0.023
H -0.880 -5.143 -0.274 -0.015 0.006 0.011
H -1.690 -2.793 -0.199 0.019 -0.002 -0.042
N -4.288 3.205 -3.252 -0.211 0.006 0.000
C -3.823 3.267 -1.827 0.238 -0.128 0.506
C -2.722 2.231 -1.547 -0.185 -0.014 -0.121
N -2.294 2.212 -0.156 0.003 0.028 -0.035
H -5.055 3.863 -3.414 -0.006 0.020 -0.018
H -4.630 2.269 -3.502 0.101 0.019 -0.055
H -3.540 3.446 -3.903 0.022 -0.032 -0.067
H -4.687 3.078 -1.190 -0.067 0.019 -0.091
H -3.467 4.277 -1.627 -0.064 0.036 -0.118
H -1.853 2.435 -2.172 0.004 -0.005 -0.079
H -3.095 1.236 -1.805 0.069 -0.030 -0.042
H -3.083 2.046 0.466 0.112 -0.028 0.146
H -1.872 3.097 0.105 -0.040 -0.004 0.097
C -5.785 2.282 3.978 -0.015 -0.021 0.023
C -6.057 0.936 3.769 0.054 -0.058 0.113
C -5.072 0.100 3.263 -0.084 0.028 -0.097
C -3.809 0.605 2.949 0.494 -0.064 -0.453
C -3.550 1.961 3.155 -0.115 0.053 -0.136
C -4.537 2.797 3.660 0.067 0.069 0.044
Si -2.537 -0.628 2.323 -0.458 -0.142 1.064
C -1.670 -1.490 3.747 -0.170 0.270 -0.771
C -1.249 -0.791 4.880 0.165 0.010 0.063
C -0.652 -1.466 5.934 -0.075 0.098 0.022
C -0.465 -2.841 5.862 -0.029 -0.028 0.011
C -0.865 -3.542 4.731 -0.102 -0.061 -0.063
C -1.475 -2.873 3.681 0.239 -0.030 0.111
H -6.542 2.924 4.408 -0.023 0.017 -0.065
H -7.026 0.526 4.018 -0.016 0.042 0.014
H -5.295 -0.952 3.116 -0.007 0.008 -0.007
H -2.574 2.374 2.916 0.036 -0.016 0.065
H -4.325 3.847 3.820 -0.017 -0.003 0.045
H -3.245 -1.654 1.525 0.127 -0.015 -0.217
H -1.397 0.281 4.953 -0.045 0.003 -0.007
H -0.357 -0.919 6.820 0.019 -0.035 0.015
H -0.036 -3.372 6.701 0.077 0.019 -0.030
H -0.725 -4.614 4.671 -0.016 -0.001 0.077
H -1.807 -3.437 2.817 -0.025 0.013 -0.009
F 5.998 3.511 -5.315 -0.057 0.039 0.020
C 4.854 4.159 -5.071 0.044 0.075 -0.132
F 5.143 5.341 -4.527 -0.005 -0.048 -0.001
F 4.243 4.375 -6.247 0.064 -0.004 0.084
C 3.956 3.332 -4.178 -0.042 -0.032 0.059
C 3.503 3.818 -2.965 0.066 0.023 -0.082
C 2.648 3.037 -2.198 -0.151 -0.045 0.094
C 2.265 1.781 -2.650 -0.230 0.592 0.669
C 2.744 1.283 -3.864 -0.002 -0.188 -0.026
C 3.585 2.067 -4.628 -0.011 0.048 0.043
P 1.173 0.692 -1.654 1.066 -1.133 -1.666
C 2.316 -0.649 -1.262 -0.364 0.390 0.446
C 2.309 -1.924 -1.831 -0.252 -0.182 -0.015
C 3.268 -2.844 -1.450 0.087 -0.001 -0.068
C 4.218 -2.501 -0.495 -0.140 0.112 0.040
C 4.252 -1.222 0.058 0.058 -0.028 -0.133
C 3.303 -0.301 -0.324 0.097 0.109 -0.029
C 5.216 -3.519 0.005 0.069 -0.132 0.218
F 6.453 -3.222 -0.383 -0.026 0.014 -0.050
F 5.201 -3.532 1.355 -0.003 -0.003 -0.134
F 4.913 -4.749 -0.414 0.026 0.038 -0.024
C -0.064 0.126 -2.847 -0.225 0.252 0.527
C -0.437 0.975 -3.897 0.145 0.174 -0.111
C -1.566 0.703 -4.640 -0.004 -0.123 -0.109
C -2.348 -0.407 -4.328 0.050 0.091 0.121
C -1.955 -1.300 -3.341 -0.042 0.012 -0.130
C -0.817 -1.023 -2.599 -0.001 -0.033 0.147
C -3.688 -0.524 -5.008 -0.193 0.194 0.035
F -4.433 -1.500 -4.522 0.028 -0.059 -0.014
F -3.607 -0.629 -6.320 0.042 0.007 0.013
F -4.378 0.662 -4.752 0.069 -0.199 -0.047
H 3.811 4.797 -2.625 -0.011 -0.010 0.006
H 2.286 3.413 -1.249 0.014 0.026 -0.007
H 2.464 0.296 -4.211 0.025 -0.003 -0.019
H 3.958 1.705 -5.578 -0.008 -0.041 0.011
H 1.579 -2.204 -2.579 0.000 0.024 0.003
H 3.284 -3.829 -1.896 -0.012 0.006 0.010
H 5.018 -0.967 0.779 -0.021 0.027 0.011
H 3.321 0.702 0.090 0.031 -0.034 0.052
H 0.166 1.842 -4.138 -0.068 0.010 0.033
H -1.853 1.340 -5.469 0.050 0.039 0.026
H -2.546 -2.186 -3.149 0.005 0.018 0.067
H -0.519 -1.690 -1.803 -0.078 -0.012 0.051

Record 2
117
Properties=species:S:1:pos:R:3:forces:R:3 method="wB97M-V/def2-TZVPD" charge=-1 multiplicity=2 energy_ha=-7091.70649 fmax_ev_per_a=3.119 gap_ev="4.308 / 4.335" relative_energy_kcal_mol=63.8 homo_ha="-0.0787 / -0.0797"
Yb 0.121 2.494 -0.766 -1.259 -2.012 1.632
O 1.143 6.399 0.622 0.510 -0.953 1.156
C 1.024 5.268 -0.094 -0.178 0.320 -0.296
O 1.319 4.155 0.356 0.186 1.403 -0.174
C 0.447 5.478 -1.453 0.007 0.636 -0.874
C 0.300 6.645 -2.219 0.235 0.058 1.754
C -0.348 6.587 -3.416 -0.475 0.538 -0.942
C -0.759 5.389 -3.962 -0.296 -2.029 0.649
C -0.616 4.221 -3.128 -0.756 1.917 -2.341
N -0.065 4.354 -1.955 0.742 -0.230 0.414
C -0.908 2.771 -3.604 -0.869 -0.755 -0.089
O -0.269 2.830 -4.876 0.850 -1.708 -0.400
O -0.572 1.808 -2.756 0.375 0.961 -1.707
H 1.416 6.130 1.548 -0.378 0.336 -1.395
H 0.605 7.625 -1.902 0.270 0.089 0.534
H -0.552 7.537 -3.918 0.218 -0.412 -0.104
H -1.176 5.330 -4.972 0.074 -0.118 0.556
H -0.142 1.901 -5.208 -0.397 1.151 0.668
C -1.310 2.100 2.401 -0.205 -0.159 -0.293
Si -0.721 0.346 1.917 0.469 0.190 -0.202
C 1.130 0.604 2.361 0.882 0.065 0.858
C 1.202 0.946 3.716 -0.088 0.454 0.688
C 2.390 1.200 4.410 -1.129 -0.435 -0.401
C 3.549 1.172 3.665 0.427 0.797 -0.992
C 3.532 0.983 2.260 0.597 -0.561 1.159
C 2.353 0.590 1.641 -0.716 -0.703 -0.292
P 2.328 -0.228 -0.028 -0.732 1.036 -0.326
C 3.202 -1.838 0.190 1.283 -0.214 0.972
C 4.243 -1.877 1.367 -0.104 0.609 -0.462
C 5.144 -3.108 1.329 -0.966 0.001 -0.505
C 4.368 -4.350 0.856 0.350 -0.832 -0.301
C 2.852 -4.276 1.029 0.171 -0.044 -0.637
C 2.254 -3.070 0.261 0.568 -0.234 -0.285
C 3.525 0.855 -1.010 -0.760 0.247 0.150
C 4.971 0.409 -1.021 0.938 -0.155 -1.128
C 5.446 -0.454 -2.249 0.605 -0.544 0.654
C 4.722 -0.323 -3.594 -0.933 -1.091 -0.177
C 3.208 -0.039 -3.441 0.091 0.423 0.927
C 2.969 1.123 -2.437 1.123 -0.357 -0.265
C -1.330 -1.199 2.943 -0.523 0.353 -0.357
C -1.035 -1.789 4.192 0.498 0.334 -0.785
C -1.617 -2.983 4.577 -0.674 0.227 -0.829
C -2.603 -3.555 3.750 0.178 -0.498 1.215
C -2.908 -3.008 2.524 0.160 0.147 -1.252
C -2.293 -1.819 2.105 0.761 -0.104 0.165
P -2.473 -0.683 0.645 -0.826 0.130 0.491
C -4.307 -0.175 0.618 -0.122 -0.500 -0.350
C -4.550 1.317 0.898 -0.090 0.127 1.708
C -4.833 1.627 2.408 0.385 -0.208 -0.031
C -5.895 0.665 3.027 0.495 1.675 -0.417
C -5.489 -0.774 2.876 -0.141 -0.525 0.374
C -5.298 -1.105 1.400 0.418 -0.124 -0.600
C -2.228 -1.458 -1.068 0.360 0.585 0.501
C -3.258 -2.577 -1.168 -0.589 -0.752 0.623
C -2.926 -3.751 -2.083 0.559 -0.177 -1.207
C -2.135 -3.273 -3.327 -1.061 -0.204 -0.496
C -0.866 -2.501 -2.959 0.046 1.070 0.289
C -0.838 -1.987 -1.479 0.363 -0.844 0.143
H -1.281 2.336 3.465 0.349 -0.173 0.253
H -0.684 2.839 1.849 -0.403 -0.360 0.550
H -2.334 2.329 2.097 0.383 -0.117 -0.233
H 0.266 1.080 4.274 0.343 -0.257 -0.147
H 2.309 1.394 5.490 0.497 -0.050 -0.593
H 4.471 1.423 4.146 0.600 -0.003 0.158
H 4.497 0.953 1.710 -0.851 0.290 0.484
H 3.829 -1.862 -0.708 -0.257 -0.349 -0.135
H 4.925 -1.001 1.333 -0.729 -0.532 0.188
H 3.721 -1.822 2.325 -0.084 0.007 -0.067
H 6.000 -2.915 0.690 0.156 -0.064 -0.200
H 5.514 -3.214 2.332 0.345 -0.420 0.526
H 4.577 -4.604 -0.200 0.016 0.457 0.203
H 4.728 -5.235 1.387 0.048 -0.008 0.107
H 2.417 -5.222 0.635 0.133 0.602 0.294
H 2.631 -4.249 2.085 -0.260 0.197 0.424
H 2.042 -3.424 -0.755 0.004 0.246 -0.028
H 1.297 -2.793 0.675 -0.355 0.175 0.306
H 3.481 1.836 -0.485 -0.060 -0.554 -0.108
H 5.617 1.274 -1.034 0.068 0.717 -0.160
H 5.270 -0.064 -0.090 -0.122 -0.273 -0.237
H 6.510 -0.223 -2.398 -0.155 0.030 -0.004
H 5.483 -1.528 -1.970 -0.348 0.472 -0.064
H 5.159 0.412 -4.282 -0.022 0.144 0.445
H 4.816 -1.300 -4.130 0.106 0.665 0.301
H 2.828 0.254 -4.403 -0.286 0.208 -0.473
H 2.575 -0.906 -3.143 0.702 0.221 0.047
H 3.459 2.034 -2.815 0.081 -0.176 -0.077
H 1.922 1.356 -2.432 -0.721 0.005 0.133
H -0.269 -1.344 4.814 0.046 0.060 0.076
H -1.279 -3.468 5.478 -0.236 -0.084 0.274
H -3.160 -4.422 4.131 0.424 0.174 -0.434
H -3.515 -3.562 1.802 -0.193 0.211 0.577
H -4.522 -0.305 -0.451 -0.086 0.001 0.100
H -3.758 1.995 0.542 -0.056 -0.418 -0.084
H -5.439 1.636 0.372 -0.404 -0.062 -0.423
H -3.927 1.484 3.011 0.100 -0.066 -0.187
H -5.039 2.725 2.499 -0.265 -0.977 -0.026
H -6.057 0.908 4.080 -0.071 0.076 -0.003
H -6.818 0.863 2.479 -0.310 -0.231 0.123
H -4.616 -1.030 3.516 -0.142 0.355 -0.604
H -6.297 -1.387 3.310 0.136 -0.073 -0.346
H -5.023 -2.156 1.269 0.053 0.142 0.023
H -6.260 -1.016 0.876 -0.041 0.171 0.236
H -2.505 -0.565 -1.691 0.310 -0.780 0.148
H -3.373 -3.059 -0.178 -0.228 0.501 -0.280
H -4.210 -2.116 -1.448 -0.056 -0.366 0.037
H -2.341 -4.546 -1.598 -0.014 0.379 0.283
H -3.851 -4.257 -2.402 0.176 0.236 0.051
H -1.875 -4.144 -3.975 -0.272 0.608 0.371
H -2.842 -2.628 -3.910 0.654 -0.411 0.302
H -0.003 -3.133 -3.137 0.298 -0.140 0.159
H -0.728 -1.626 -3.626 -0.206 -0.369 0.257
H -0.504 -2.864 -0.851 -0.682 0.808 -0.234
H -0.036 -1.254 -1.345 -0.302 0.059 -0.111
S -5.003 2.572 -3.127 -1.008 0.053 0.286
C -3.502 2.614 -3.572 0.942 -0.295 -0.220
N -2.412 2.519 -4.043 0.936 0.860 0.648
Se -2.329 3.746 -0.273 0.393 0.079 -0.255

Record 3
99
Properties=species:S:1:pos:R:3:forces:R:3 method="wB97M-V/def2-TZVPD" charge=-2 multiplicity=6 energy_ha=-6777.23178 fmax_ev_per_a=0.649 gap_ev="5.977 / 5.964" relative_energy_kcal_mol=0.0 homo_ha="-0.1083 / -0.1077"
Fe -1.349 0.498 0.014 0.286 0.363 0.456
C 3.876 2.536 2.768 -0.100 0.028 0.007
Si 3.249 0.932 3.508 0.148 -0.165 -0.125
C 4.187 -0.524 2.783 -0.008 0.070 -0.023
C 3.637 1.002 5.358 -0.056 0.004 -0.016
C 1.413 0.632 3.330 -0.009 0.005 0.129
C 0.652 0.266 4.430 -0.148 0.030 -0.013
C -0.715 -0.001 4.327 0.101 0.041 -0.041
C -1.297 0.133 3.087 0.038 -0.010 0.012
N -0.582 0.495 2.017 -0.179 -0.004 -0.300
C 0.748 0.713 2.080 0.007 -0.018 -0.036
S 1.518 1.092 0.587 -0.051 -0.075 -0.026
H 4.821 2.817 3.240 0.020 0.023 -0.005
H 3.156 3.345 2.914 0.010 0.012 0.032
H 4.023 2.431 1.694 0.004 -0.018 -0.015
H 5.260 -0.464 2.982 0.013 0.010 0.014
H 4.042 -0.550 1.701 -0.014 -0.013 -0.004
H 3.811 -1.462 3.199 0.009 -0.016 0.012
H 4.674 1.312 5.504 0.019 -0.002 -0.005
H 3.509 0.034 5.848 -0.024 -0.021 -0.004
H 2.996 1.725 5.868 0.022 0.022 0.020
H 1.124 0.187 5.404 0.016 -0.006 0.011
H -1.306 -0.299 5.181 -0.009 -0.002 0.006
H -2.353 -0.041 2.907 -0.004 -0.012 0.006
C 1.703 1.276 -4.612 -0.008 0.018 0.010
C 1.473 0.474 -3.329 0.034 0.005 0.012
C 2.792 -0.080 -2.793 -0.073 0.005 -0.035
C 0.456 -0.634 -3.543 -0.005 0.019 -0.025
C 0.788 -1.707 -4.365 0.019 -0.008 0.003
C -0.091 -2.757 -4.563 -0.007 -0.017 -0.012
C -1.324 -2.746 -3.931 0.021 -0.013 0.035
C -1.702 -1.696 -3.104 0.036 0.046 0.058
C -3.057 -1.715 -2.429 0.007 0.011 0.008
C -4.188 -1.577 -3.449 0.001 0.068 -0.011
C -3.252 -2.967 -1.573 -0.006 0.005 -0.056
C -0.805 -0.631 -2.929 -0.074 0.035 -0.089
N -1.174 0.460 -2.099 0.068 -0.003 0.092
C -1.281 1.645 -2.616 -0.025 0.036 0.093
C -1.460 2.771 -1.795 0.016 -0.047 -0.120
C -1.671 4.104 -2.155 -0.017 -0.012 0.074
C -1.834 4.789 -0.960 0.053 -0.040 -0.015
C -1.711 3.843 0.082 -0.078 0.074 -0.033
N -1.478 2.621 -0.424 0.035 -0.081 -0.081
C -1.814 4.149 1.560 -0.037 -0.018 0.029
C -2.796 3.186 2.234 0.061 -0.027 -0.049
C -2.331 5.576 1.767 -0.005 -0.016 -0.005
C -0.427 4.045 2.204 -0.004 0.028 -0.002
H 2.403 2.094 -4.429 0.007 0.007 -0.001
H 0.771 1.702 -4.988 0.006 0.007 -0.014
H 2.122 0.643 -5.399 -0.006 -0.016 -0.003
H 1.091 1.156 -2.569 0.006 -0.034 0.011
H 3.279 -0.736 -3.521 0.019 -0.004 0.012
H 2.615 -0.644 -1.881 0.042 -0.014 0.036
H 3.480 0.731 -2.550 0.017 0.015 -0.007
H 1.757 -1.722 -4.851 0.012 -0.005 0.003
H 0.187 -3.587 -5.202 0.000 -0.001 -0.006
H -2.010 -3.572 -4.075 -0.004 -0.002 -0.010
H -3.134 -0.857 -1.764 -0.002 -0.040 0.024
H -4.157 -2.378 -4.195 0.001 -0.046 0.020
H -4.122 -0.623 -3.978 0.013 -0.008 -0.007
H -5.144 -1.606 -2.926 -0.012 0.023 0.011
H -3.265 -3.873 -2.190 -0.017 0.010 0.018
H -4.197 -2.881 -1.039 -0.038 0.004 0.020
H -2.459 -3.063 -0.833 0.016 -0.007 0.009
H -1.216 1.780 -3.697 -0.017 -0.010 0.012
H -1.718 4.492 -3.162 -0.002 0.010 -0.014
H -2.034 5.841 -0.841 -0.002 0.017 0.002
H -3.786 3.258 1.783 -0.027 0.000 0.002
H -2.864 3.413 3.302 -0.018 0.003 0.014
H -2.479 2.153 2.127 -0.046 0.091 -0.001
H -3.307 5.710 1.299 -0.013 0.005 0.000
H -1.641 6.320 1.361 0.002 -0.004 -0.011
H -2.437 5.765 2.838 -0.001 0.006 0.013
H 0.018 3.071 2.023 0.020 -0.044 -0.005
H -0.498 4.209 3.283 0.001 -0.008 0.012
H 0.249 4.794 1.781 0.006 0.011 0.001
O -5.394 -0.687 -0.374 0.009 -0.104 -0.080
Se -4.813 0.534 0.514 0.129 0.032 0.012
O -5.154 0.437 2.089 -0.018 0.012 0.130
O -3.080 0.320 0.481 -0.106 -0.321 -0.090
O -5.064 1.988 -0.140 -0.013 0.107 -0.024
O -1.212 -2.575 1.653 -0.105 -0.110 0.015
C -0.473 -2.310 0.721 0.190 0.154 0.093
O -0.519 -1.334 -0.100 -0.116 0.041 -0.150
C 0.713 -3.224 0.457 0.014 -0.072 -0.048
C 0.556 -4.594 0.595 -0.041 -0.011 0.036
C 1.628 -5.426 0.326 0.056 0.005 -0.003
C 2.868 -4.948 -0.050 -0.112 -0.018 0.031
C 2.992 -3.576 -0.144 0.162 0.109 -0.221
C 1.947 -2.697 0.085 -0.116 -0.048 -0.003
N 4.318 -3.042 -0.531 0.022 -0.056 0.614
O 4.464 -1.842 -0.538 -0.054 0.097 -0.189
O 5.208 -3.846 -0.746 0.026 -0.071 -0.223
N 1.456 -6.883 0.447 0.014 -0.035 -0.018
O 0.370 -7.303 0.790 -0.039 0.002 0.014
O 2.415 -7.591 0.196 0.034 -0.015 -0.001
H -0.395 -4.998 0.911 -0.008 0.016 0.002
H 3.695 -5.608 -0.252 -0.001 0.015 -0.003
H 2.066 -1.622 -0.005 0.004 -0.010 -0.007